Record 1
Entry from OMol25: the molecule C5H7NO in a non-equilibrium geometry (the ωB97M-V functional and the def2-TZVPD basis).

The energy relative to the best compared isomer or geometry (same formula, charge and spin) is 70.7 kcal/mol. The energy is -324.6117 hartree. The max |F| comes out at 0.029 Eh/bohr. Its LUMO energy is 0.0345 Eh. As for the SMILES: C#CCCNC=O. The HOMO energy is -9.36 eV.

```
! RIJCOSX wB97M-V def2-TZVPD def2/J DEFGRID3
* xyz 0 1
O -0.561 2.391 -0.149
C -1.222 1.406 0.088
N -0.854 0.422 1.020
C -0.486 -1.016 0.576
C 0.861 -1.388 -0.190
C 1.243 -0.123 -0.762
C 1.292 1.014 -1.138
H -2.200 1.262 -0.402
H -0.142 0.869 1.600
H -1.301 -1.349 -0.071
H -0.486 -1.522 1.532
H 1.660 -1.810 0.444
H 0.749 -2.133 -1.008
H 1.447 1.978 -1.540
*
```

Record 2
Entry from OMol25: a 2-piece molecular cluster, C5H7NO overall in a non-equilibrium geometry (the ωB97M-V functional and the def2-TZVPD basis).

The energy relative to the best compared isomer or geometry (same formula, charge and spin) is 57.5 kcal/mol. The energy is -324.4562 hartree. The max |F| comes out at 0.118 Eh/bohr. Its LUMO energy (spin up / spin down) is 0.0300 / -0.0825 Eh. The HOMO energy (spin up / spin down) is -5.58 / -8.98 eV.

```
! RIJCOSX wB97M-V def2-TZVPD def2/J DEFGRID3
* xyz 0 3
C -0.142 1.109 -0.960
C -0.878 -0.749 2.396
C -1.415 1.088 -0.699
C -1.246 -1.795 1.697
C 2.091 0.471 -1.346
N 0.941 1.352 -1.457
O -0.409 0.171 2.883
H -1.636 1.371 0.302
H -1.994 0.624 -1.402
H -0.919 -1.828 0.659
H -1.833 -2.599 1.912
H 2.934 1.022 -1.127
H 2.293 0.060 -2.244
H 2.212 -0.297 -0.615
*
```

Record 3
Entry from OMol25: C5H7NO as an isolated structure in a non-equilibrium geometry (the ωB97M-V functional and the def2-TZVPD basis).

The energy relative to the best compared isomer or geometry (same formula, charge and spin) is 105.7 kcal/mol. The energy is -324.3794 hartree. The max |F| comes out at 0.064 Eh/bohr. Its LUMO energy (spin up / spin down) is -0.0249 / -0.0551 Eh. The HOMO energy (spin up / spin down) is -8.76 / -9.98 eV.

```
! RIJCOSX wB97M-V def2-TZVPD def2/J DEFGRID3
* xyz 0 3
C 5.165 -0.922 -0.455
C 0.180 1.119 0.190
C -0.455 -0.167 0.720
C 1.490 0.392 0.477
C -1.239 -1.026 -0.255
N 2.674 0.665 0.352
O 0.832 -0.715 1.066
H 4.268 -0.412 -0.845
H 0.073 1.288 -0.838
H -0.046 1.975 0.677
H -1.027 0.022 1.687
H -1.044 -1.998 0.080
H -0.823 -0.832 -1.243
H -2.250 -0.780 -0.363
*
```

Record 4
Entry from OMol25: the molecule C5H7NO2 in a non-equilibrium geometry (the ωB97M-V functional and the def2-TZVPD basis).

The energy relative to the best compared isomer or geometry (same formula, charge and spin) is 28.6 kcal/mol. The energy is -399.9199 hartree. The max |F| comes out at 0.021 Eh/bohr. Its LUMO energy is 0.0251 Eh. As for the SMILES: CC1(C)C=NOC1=O. The HOMO energy is -10.39 eV.

```
! RIJCOSX wB97M-V def2-TZVPD def2/J DEFGRID3
* xyz 0 1
C 1.273 -1.424 0.000
C 2.071 0.725 0.001
C 0.737 -0.028 0.000
C -0.062 0.304 -1.264
C -0.062 0.303 1.264
N 2.537 -1.483 0.000
O 2.269 1.900 0.000
O 3.066 -0.203 -0.001
H 0.689 -2.324 -0.001
H -0.261 1.372 -1.290
H -1.005 -0.237 -1.261
H 0.497 0.033 -2.157
H -0.262 1.372 1.291
H 0.497 0.032 2.157
H -1.005 -0.237 1.261
*
```

Record 5
Entry from OMol25: the molecule C5H7NO2 in a non-equilibrium geometry (the ωB97M-V functional and the def2-TZVPD basis).

The energy relative to the best compared isomer or geometry (same formula, charge and spin) is 40.9 kcal/mol. The energy is -399.9004 hartree. The max |F| comes out at 0.054 Eh/bohr. Its LUMO energy is 0.0138 Eh. The HOMO energy is -9.36 eV.

```
! RIJCOSX wB97M-V def2-TZVPD def2/J DEFGRID3
* xyz 0 1
C 0.221 -0.132 0.052
C 0.898 0.164 -1.290
C 0.944 0.440 1.270
N -2.022 -0.615 -0.417
C -0.239 -1.459 0.226
C -1.402 0.484 -0.090
O -0.285 -2.558 0.570
O -1.585 1.618 0.285
H -3.034 -0.515 -0.451
H 1.923 -0.214 -1.304
H 0.340 -0.271 -2.119
H 0.914 1.247 -1.423
H 0.485 0.123 2.208
H 2.000 0.163 1.275
H 0.842 1.526 1.210
*
```

Record 6
Entry from OMol25: the molecule C5H7NO2 in a non-equilibrium geometry (the ωB97M-V functional and the def2-TZVPD basis).

The energy relative to the best compared isomer or geometry (same formula, charge and spin) is 22.6 kcal/mol. The energy is -399.9295 hartree. The max |F| comes out at 0.047 Eh/bohr. Its LUMO energy is 0.0284 Eh. As for the SMILES: C=C(/C=C\N)C(=O)O. The HOMO energy is -8.37 eV.

```
! RIJCOSX wB97M-V def2-TZVPD def2/J DEFGRID3
* xyz 0 1
C 0.677 0.497 -1.212
C 0.285 -0.735 -0.420
N -0.388 1.277 1.776
C -0.985 -0.511 0.215
C -1.239 0.393 1.180
C 1.059 -1.817 -0.481
O -0.272 0.919 -2.072
O 1.807 0.955 -1.227
H 0.151 1.659 -2.549
H 0.585 1.317 1.485
H -0.429 1.310 2.792
H -1.783 -1.184 -0.090
H -2.247 0.444 1.591
H 0.778 -2.729 0.036
H 2.002 -1.796 -1.024
*
```

Record 7
Entry from OMol25: the molecule C5H7NO2 in a non-equilibrium geometry (the ωB97M-V functional and the def2-TZVPD basis).

The energy relative to the best compared isomer or geometry (same formula, charge and spin) is 71.1 kcal/mol. The energy is -399.8523 hartree. The max |F| comes out at 0.057 Eh/bohr. Its LUMO energy is 0.0337 Eh. As for the SMILES: C=C1OC=NO[C@H]1C. The HOMO energy is -9.19 eV.

```
! RIJCOSX wB97M-V def2-TZVPD def2/J DEFGRID3
* xyz 0 1
C -1.354 0.316 -1.729
C -0.447 0.619 -0.624
C 1.611 0.001 0.981
C -0.678 -0.168 0.644
C -1.810 -0.789 0.925
H -2.337 0.741 -1.577
H -1.436 -0.827 -1.820
H -0.891 0.631 -2.715
H -0.308 1.709 -0.447
H 2.409 -0.168 1.766
H -2.729 -0.746 0.328
H -1.890 -1.473 1.733
N 1.918 0.115 -0.221
O 0.835 0.140 -1.109
O 0.393 -0.207 1.495
*
```

Record 8
Entry from OMol25: the molecule C5H7NO2 in a non-equilibrium geometry (the ωB97M-V functional and the def2-TZVPD basis).

The energy relative to the best compared isomer or geometry (same formula, charge and spin) is 122.1 kcal/mol. The energy is -399.7710 hartree. The max |F| comes out at 0.148 Eh/bohr. Its LUMO energy is 0.0232 Eh. As for the SMILES: Nc1ccoc1CO. The HOMO energy is -8.44 eV.

```
! RIJCOSX wB97M-V def2-TZVPD def2/J DEFGRID3
* xyz 0 1
C 0.518 0.557 -0.168
C 1.884 0.191 0.105
C 1.811 -1.114 0.243
C -0.353 -0.501 -0.412
C -1.903 -0.829 -0.286
H -0.461 2.431 -0.793
H 1.298 2.305 -0.593
H 2.783 0.805 0.471
H 2.430 -1.937 0.363
H -2.299 -1.100 -1.284
H -2.168 -1.472 0.648
H -1.982 0.155 1.355
N 0.373 1.962 0.044
O 0.582 -1.668 -0.083
O -2.511 0.214 0.389
*
```

Record 9
Entry from OMol25: C5H7NO2 as an isolated structure in a non-equilibrium geometry (the ωB97M-V functional and the def2-TZVPD basis).

The energy relative to the best compared isomer or geometry (same formula, charge and spin) is 109.6 kcal/mol. The energy is -399.7909 hartree. The max |F| comes out at 0.023 Eh/bohr. Its LUMO energy (spin up / spin down) is 0.0206 / 0.0220 Eh. The HOMO energy (spin up / spin down) is -6.39 / -6.43 eV.

```
! RIJCOSX wB97M-V def2-TZVPD def2/J DEFGRID3
* xyz 0 1
C -0.031 -0.471 -0.959
C -1.081 -0.067 0.686
N 1.726 1.017 0.883
C -0.467 0.915 -0.146
C 0.864 1.415 -0.082
C -1.411 -1.193 1.254
O -0.828 -0.534 -2.076
O 0.854 -1.280 -0.742
H -0.602 -1.362 -2.523
H 2.717 0.965 0.703
H 1.410 0.293 1.515
H -1.149 1.530 -0.724
H 1.185 2.159 -0.797
H -1.879 -1.217 2.238
H -1.306 -2.169 0.772
*
```

Record 10
Entry from OMol25: a 2-piece molecular cluster, C5H7NO2 overall in a non-equilibrium geometry (the ωB97M-V functional and the def2-TZVPD basis).

The energy relative to the best compared isomer or geometry (same formula, charge and spin) is 55.6 kcal/mol. The energy is -399.8770 hartree. The max |F| comes out at 0.030 Eh/bohr. Its LUMO energy is -0.0007 Eh. As for the SMILES: C=C=C=N.CC(=O)O. The HOMO energy is -8.75 eV.

```
! RIJCOSX wB97M-V def2-TZVPD def2/J DEFGRID3
* xyz 0 1
C 1.484 -0.151 1.247
C -1.484 0.886 -0.191
C 1.302 0.506 -0.092
C -1.682 -0.351 -0.437
C -1.870 -1.638 -0.573
O 1.369 -0.403 -1.103
N -1.615 2.096 -0.029
O 1.303 1.694 -0.302
H 1.326 0.050 -1.959
H -0.763 2.652 -0.002
H 0.522 -0.546 1.572
H 2.185 -0.976 1.162
H 1.826 0.575 1.979
H -1.041 -2.324 -0.696
H -2.863 -2.069 -0.575
*
```

Record 11
Entry from OMol25: C5H7NO2 as an isolated structure in a non-equilibrium geometry (the ωB97M-V functional and the def2-TZVPD basis).

The energy relative to the best compared isomer or geometry (same formula, charge and spin) is 186.4 kcal/mol. The energy is -399.6685 hartree. The max |F| comes out at 0.123 Eh/bohr. Its LUMO energy is 0.0179 Eh. The HOMO energy is -8.99 eV.

```
! RIJCOSX wB97M-V def2-TZVPD def2/J DEFGRID3
* xyz 0 1
C -0.053 -0.573 0.623
C 0.308 -0.099 2.043
C -0.491 0.681 0.054
C -0.539 0.777 -1.565
C -0.691 -0.400 -2.415
H 1.876 -0.665 0.284
H -1.114 -1.173 0.723
H 1.401 -0.593 1.987
H -0.433 -0.030 3.066
H -0.279 1.760 -1.943
H -0.590 -0.076 -3.568
H -1.201 -1.475 -1.649
N 0.071 1.714 0.621
O 0.949 -1.241 -0.032
O 0.785 1.395 1.770
*
```

Record 12
Entry from OMol25: C5H7NO2 as an isolated structure in a non-equilibrium geometry (the ωB97M-V functional and the def2-TZVPD basis).

The energy relative to the best compared isomer or geometry (same formula, charge and spin) is 92.0 kcal/mol. The energy is -399.8190 hartree. The max |F| comes out at 0.128 Eh/bohr. Its LUMO energy is 0.0147 Eh. The HOMO energy is -10.63 eV.

```
! RIJCOSX wB97M-V def2-TZVPD def2/J DEFGRID3
* xyz 0 1
C -0.468 1.399 -0.107
C 0.299 0.065 -0.204
C -0.595 -0.947 0.429
C 0.490 -0.561 -1.683
C 1.598 0.201 0.649
H -1.014 1.368 0.944
H -1.284 1.465 -0.847
H 0.147 2.337 -0.231
H 0.117 -1.877 0.196
H -1.628 -0.994 -0.147
H -0.018 -0.163 2.306
H 1.319 -1.367 -2.089
N 2.402 0.262 1.494
O -0.984 -0.831 1.748
O -0.380 -0.357 -2.457
*
```